Formula: C68H176N8O24
Source: the Open Molecules 2025 dataset
Level of theory: the ωB97M-V functional and the def2-TZVPD basis

ORCA input file:
```
! RIJCOSX wB97M-V def2-TZVPD def2/J DEFGRID3
* xyz 0 1
C -2.93292 1.26877 -1.77227
O -3.00896 2.57620 -2.30448
H -2.46302 1.29959 -0.78924
H -3.94584 0.87932 -1.67017
H -2.41051 0.65837 -2.50888
H -2.16908 3.01448 -2.14918
C 3.99255 4.46136 -2.59520
O 3.94106 3.70201 -3.77879
H 3.46599 3.95352 -1.78717
H 5.00734 4.47763 -2.19765
H 3.57015 5.45472 -2.74653
H 3.92802 2.76471 -3.57166
C 0.79187 3.60802 1.58239
C 0.15106 4.45632 2.62864
C -0.82191 3.77482 3.61158
O 1.18761 4.95020 3.43724
H 0.03157 3.02781 1.05951
H 1.42740 2.93513 2.15809
H 1.32135 4.14460 0.79509
H -0.26245 5.34103 2.14448
H -1.25172 4.51907 4.28199
H -0.50928 2.90496 4.18924
H -1.64142 3.36174 3.02348
H 1.32234 4.28062 4.11185
C -8.25929 -0.04722 -2.38316
C -6.73152 -0.13497 -2.46475
C -6.27474 -1.35819 -1.74395
O -6.30613 -0.27019 -3.78075
H -8.70331 -0.93291 -2.83760
H -8.68554 0.85334 -2.82521
H -8.56612 -0.06083 -1.33732
H -6.29100 0.80242 -2.12516
H -6.70385 -1.42475 -0.74418
H -5.18538 -1.35532 -1.70669
H -6.54810 -2.24949 -2.30872
H -6.78066 0.28242 -4.40609
C 5.54183 6.68957 0.32164
C 5.78683 5.74750 1.50949
C 4.42050 5.32522 2.20078
O 6.31795 4.54248 0.96721
H 5.18830 7.69655 0.54327
H 4.91403 6.24402 -0.45001
H 6.46247 6.82080 -0.24695
H 6.45267 6.14092 2.27758
H 3.94528 6.21702 2.60938
H 4.55966 4.60083 3.00327
H 3.81257 4.78326 1.47635
H 7.27752 4.56742 0.98159
C 5.76462 -0.40816 -2.22175
C 5.49492 0.99715 -2.76856
C 5.76236 0.97914 -4.25188
O 4.06588 1.24218 -2.67164
H 6.60245 -0.79769 -2.80003
H 4.94888 -1.10764 -2.40455
H 6.01219 -0.38144 -1.16057
H 6.10592 1.77239 -2.30621
H 5.18091 0.24527 -4.80995
H 6.83366 0.81842 -4.37266
H 5.73766 2.01961 -4.57579
H 3.82191 1.23493 -1.74318
C 8.24095 1.32968 0.66424
C 8.67210 0.39851 1.79996
C 9.43452 -0.86961 1.37647
O 9.38235 1.01676 2.86227
H 7.33153 1.87851 0.90887
H 7.93092 0.72262 -0.18632
H 9.05343 1.97953 0.33918
H 7.72567 0.01342 2.17950
H 10.35512 -0.55547 0.88462
H 8.87324 -1.53303 0.71849
H 9.84662 -1.46806 2.18895
H 8.85853 1.69185 3.29985
C 2.96447 -4.48116 0.76273
C 4.43281 -4.48927 0.18664
C 5.01270 -3.07802 0.26053
O 5.20695 -5.33134 1.03209
H 2.30829 -3.64358 0.52617
H 2.97086 -4.45423 1.85238
H 2.37331 -5.32321 0.40276
H 4.47715 -4.66828 -0.88765
H 4.45248 -2.38154 -0.36330
H 6.04148 -2.95304 -0.07727
H 4.86552 -2.65197 1.25296
H 6.14464 -5.33425 0.82633
C 0.35614 2.57332 -2.13393
O -0.57007 3.68427 -2.12241
C -0.24993 4.71246 -3.11073
C -1.37875 5.77689 -3.10288
N -1.46797 6.46545 -1.84625
C -2.72660 7.19659 -1.57308
C -2.74223 7.43425 -0.06549
O -2.83320 6.18912 0.62907
C -3.01242 6.37425 2.00141
H 1.30053 2.74674 -1.61804
H 0.41452 2.14283 -3.13362
H -0.19336 1.79011 -1.61169
H -0.14250 4.20202 -4.06781
H 0.73519 5.12647 -2.89568
H -2.33500 5.32856 -3.37249
H -1.22096 6.58523 -3.81686
H -1.51586 5.74016 -1.14499
H -3.60278 6.62811 -1.88491
H -2.75286 8.13322 -2.12998
H -3.60070 8.08336 0.10709
H -1.82010 7.96889 0.16240
H -2.96654 5.39719 2.48239
H -4.01547 6.76798 2.16563
H -2.27965 6.98023 2.53426
C -4.95042 -0.18499 3.29665
O -6.36700 -0.24051 3.09341
C -6.72297 0.46070 1.94291
C -8.22017 0.29233 1.77098
N -8.58283 -1.08146 1.53934
C -10.03592 -1.34092 1.68668
C -10.20363 -2.83412 1.54320
O -9.50221 -3.43054 2.61409
C -10.04376 -4.66051 2.97426
H -4.34148 -0.55821 2.47324
H -4.63215 -0.71738 4.19295
H -4.67228 0.86518 3.38549
H -6.19570 0.13348 1.04680
H -6.38568 1.49122 2.05405
H -8.58651 0.91673 0.95611
H -8.65323 0.67726 2.69422
H -8.09419 -1.64644 2.21914
H -10.59801 -0.87491 0.87737
H -10.34177 -0.93409 2.65055
H -9.86797 -3.08955 0.53812
H -11.28167 -2.99249 1.57218
H -11.10973 -4.55517 3.17601
H -9.51331 -5.16447 3.78219
H -9.96459 -5.33575 2.12227
C -0.56528 -2.86680 -9.53056
O -0.11948 -3.49674 -8.40732
C -0.97728 -4.38145 -7.73233
C -0.23930 -5.37548 -6.74572
N 0.37480 -4.57153 -5.65657
C 1.31781 -5.46807 -5.00148
C 2.13043 -4.70805 -4.00140
O 2.78937 -3.61287 -4.65067
C 3.97740 -3.15458 -4.02827
H -0.73044 -3.58625 -10.33257
H 0.16923 -2.09814 -9.77089
H -1.48717 -2.30801 -9.36939
H -1.48659 -5.04614 -8.43012
H -1.76881 -3.85090 -7.20309
H 0.48850 -6.06266 -7.17720
H -0.92369 -6.05078 -6.23222
H 0.97190 -3.82932 -5.99228
H 1.99462 -5.91697 -5.72847
H 0.78064 -6.30302 -4.55158
H 2.89892 -5.38618 -3.63039
H 1.54911 -4.51365 -3.10008
H 4.74488 -3.92849 -4.01583
H 3.78457 -3.14303 -2.95552
H 4.45489 -2.26695 -4.44326
C 4.26445 1.90999 0.60979
O 3.50329 0.93012 -0.03962
C 2.77134 0.10336 0.86744
C 1.67407 -0.68422 0.08603
N 2.07300 -1.23666 -1.23135
C 1.03086 -1.35841 -2.22965
C -0.24734 -2.16513 -1.85393
O -1.14321 -1.44222 -0.95649
C -2.12011 -2.21466 -0.35274
H 3.74153 2.50777 1.35633
H 4.73585 2.61163 -0.07837
H 5.04226 1.33729 1.11489
H 2.21652 0.72027 1.57433
H 3.39368 -0.57874 1.44669
H 0.80512 -0.04053 -0.05072
H 1.38208 -1.60075 0.59868
H 2.88298 -0.75881 -1.59973
H 1.48341 -1.74153 -3.14426
H 0.70295 -0.35732 -2.50963
H 0.12351 -3.08236 -1.39649
H -0.79409 -2.40424 -2.76606
H -2.65123 -1.60111 0.37499
H -1.61006 -3.01315 0.18611
H -2.85593 -2.45798 -1.11919
C 9.62863 4.95170 6.77884
O 8.31532 4.58886 6.57283
C 7.86439 4.78523 5.26161
C 8.26720 3.65382 4.27982
N 7.75050 2.35687 4.65651
C 6.28364 2.14782 4.52016
C 5.95803 0.66076 4.76315
O 4.65059 0.56798 4.19250
C 4.06391 -0.68899 4.42127
H 10.11227 5.47753 5.95561
H 10.26324 4.09515 7.00619
H 9.71767 5.57774 7.66667
H 8.24708 5.72490 4.86329
H 6.77463 4.80386 5.24843
H 9.35628 3.61979 4.25059
H 7.96418 3.88600 3.25885
H 7.89867 2.27334 5.65208
H 5.81874 2.47591 3.59047
H 5.76186 2.78417 5.23494
H 5.95811 0.48210 5.83841
H 6.73413 0.03589 4.32122
H 3.01440 -0.73955 4.13133
H 4.09029 -1.04593 5.45084
H 4.37606 -1.42754 3.68289
C -1.66535 -5.63033 -2.26263
O -2.70155 -5.27925 -1.35232
C -3.98546 -5.70003 -1.74696
C -5.02944 -5.04595 -0.77439
N -5.01234 -5.71709 0.56654
C -5.81011 -5.01413 1.48231
C -5.14909 -3.76325 2.12793
O -3.86616 -4.09833 2.59845
C -3.21426 -3.17991 3.47544
H -1.54561 -6.71082 -2.34211
H -0.72322 -5.24886 -1.86896
H -1.78940 -5.28618 -3.28941
H -4.22635 -6.76262 -1.77818
H -4.24494 -5.27090 -2.71476
H -6.02047 -5.27026 -1.16890
H -4.92994 -3.96082 -0.80075
H -4.03921 -5.66212 0.83131
H -6.17137 -5.61573 2.31637
H -6.71490 -4.70345 0.95988
H -5.73666 -3.26069 2.89624
H -4.99432 -2.91697 1.45864
H -2.29221 -3.58393 3.89339
H -3.83566 -2.76839 4.27081
H -2.96278 -2.34176 2.82554
C -6.93361 -5.62204 -4.90228
O -5.68680 -4.97579 -4.62493
C -5.66209 -3.72873 -5.23844
C -4.33930 -3.07125 -4.80287
N -4.29028 -1.64076 -5.10111
C -3.09928 -0.98903 -4.58161
C -1.82075 -1.38491 -5.33851
O -0.77826 -0.42706 -5.02910
C 0.50308 -0.80135 -5.66646
H -7.20573 -5.81691 -5.93962
H -7.72848 -5.16113 -4.31590
H -6.93185 -6.58168 -4.38537
H -6.51787 -3.10692 -4.97559
H -5.62152 -3.86918 -6.31859
H -3.44647 -3.61799 -5.10624
H -4.34116 -3.08565 -3.71297
H -5.08678 -1.24337 -4.62386
H -3.01678 -1.20005 -3.51542
H -3.23724 0.07592 -4.76851
H -2.02217 -1.31934 -6.40773
H -1.57378 -2.41119 -5.06674
H 1.31678 -0.10301 -5.47071
H 0.45060 -0.84320 -6.75440
H 0.81868 -1.80728 -5.38969
C -0.88452 0.17694 2.28785
O -0.27877 0.11554 3.56738
C -1.00828 -0.73444 4.49779
C -0.45487 -0.69201 5.96125
N -0.72056 0.63982 6.53651
C -0.07183 0.75378 7.77881
C -0.57028 1.94845 8.58820
O 0.00791 3.09239 7.97448
C -0.58040 4.36751 8.24486
H -1.02378 -0.78615 1.79676
H -0.32047 0.84566 1.63765
H -1.92296 0.48826 2.40109
H -0.92056 -1.78931 4.23769
H -2.05875 -0.44476 4.47131
H 0.60350 -0.90564 5.81186
H -1.04268 -1.37155 6.57834
H -0.26035 1.37060 6.01281
H 1.00187 0.91796 7.68766
H -0.22081 -0.18327 8.31531
H -0.16363 1.92037 9.59911
H -1.64934 2.10242 8.58250
H -1.54433 4.57954 7.78226
H 0.15778 5.09940 7.91696
H -0.72937 4.56214 9.30695
*
```

Output
Kohn-Sham gap   8.71 eV
Electronic energy   -4939.6964 Ha
LUMO energy   0.54 eV
HOMO energy   -8.1659 eV

Atom charges from the Mulliken analysis, given in e for atoms 1 to 99: 0.920, -0.640, 0.031, -0.524, -0.181, 0.375, -0.473, -0.666, -0.145, 0.423, 0.472, 0.302, 0.007, 0.452, -1.001, -0.592, -0.117, -0.271, 0.403, -0.056, 0.540, 0.047, 0.258, 0.358, -1.420, 0.580, -0.385, -0.382, 0.378, 0.455, 0.115, -0.003, 0.267, -0.302, 0.433, 0.168, -1.319, 0.611, -0.383, -0.377, 0.400, 0.081, 0.401, 0.209, 0.633, 0.034, -0.455, 0.189, -0.271, 1.228, -2.022, -0.058, 0.737, -0.809, -0.057, 0.068, 0.186, 0.503, 0.562, 0.315, -0.608, 1.219, -1.624, -0.713, -0.191, 0.221, 0.440, -0.361, 0.409, 0.247, 0.444, 0.414, -1.121, 0.553, -0.491, -0.585, 0.094, 0.402, 0.351, 0.226, -0.369, 0.611, 0.037, 0.338, -0.794, 0.324, -0.663, -0.824, -0.391, -0.674, -0.614, -0.195, -0.869, -0.011, 0.814, -0.456, 0.446, 0.222, 0.332